C12H22ClGaN2O3Sm | ωB97M-V with the def2-TZVPD basis set

```
42
C12H22ClGaN2O3Sm, DFT ωB97M-V with the def2-TZVPD basis set
Sm -0.558 1.357 -0.828
Cl -0.643 3.710 -1.795
C -2.615 0.306 -0.795
H -2.742 -0.409 0.024
H -2.650 -0.253 -1.751
H -3.436 1.041 -0.759
Ga 0.426 -0.102 -4.871
C 2.043 1.021 -5.066
C -1.040 0.371 -6.105
C 0.347 -1.789 -3.872
H -1.676 -0.515 -6.274
H -1.661 1.201 -5.726
H -0.611 0.649 -7.088
H 2.931 0.475 -4.731
H 2.193 1.237 -6.138
H 1.965 1.974 -4.517
H -0.588 -2.299 -3.591
H 1.163 -2.145 -3.230
C -2.044 -0.223 3.398
C -0.695 0.258 3.844
C 0.468 -0.281 2.957
C 1.873 0.180 3.442
C 2.052 1.693 3.573
C 0.488 -1.822 2.902
O 0.481 -2.483 3.934
N 0.462 -2.467 1.668
C 0.266 -1.878 0.399
O 0.007 -2.488 -0.610
N 0.359 -0.501 0.458
C 0.295 0.228 1.567
O 0.005 1.492 1.336
H -2.268 0.129 2.367
H -2.808 0.177 4.068
H -2.092 -1.326 3.433
H -0.644 1.345 3.867
H -0.460 -0.065 4.861
H 2.056 -0.330 4.405
H 2.597 -0.195 2.707
H 1.562 2.074 4.491
H 3.142 1.910 3.658
H 1.598 2.223 2.704
H 0.454 -3.481 1.687
```

Properties
calculated total energy	-3848.693799	hartree
charge	-1
E_HOMO (spin up / spin down)	-0.0914 / -0.0951	Eh
spin multiplicity	6

These are the Löwdin partial charges, in e, on atoms 1 to 8:
1 Sm 1.3085
2 Cl -0.3228
3 C -0.3536
4 H -0.0467
5 H -0.0195
6 H -0.0345
7 Ga 0.3669
8 C -0.2606